No. 1
Computed, not measured: a 5-piece molecular cluster, C19H34O8PS2 overall in a non-equilibrium geometry, with the ωB97M-V functional and the def2-TZVPD basis.

## Properties
Spin multiplicity ... 1
Net charge ... +1
E_tot ... -67586.9213 eV

Cartesian coordinates (Å):
C 1.581 1.851 1.663
C 0.727 2.823 0.772
S -0.396 3.760 1.919
C -2.132 3.443 1.437
P -2.725 1.712 1.727
S -1.449 0.195 1.016
H 1.390 2.007 2.727
H 1.456 0.803 1.374
H 2.630 2.107 1.466
H 0.178 2.300 -0.008
H 1.352 3.559 0.260
H -2.748 4.075 2.098
H -2.350 3.794 0.418
H -3.964 1.535 1.045
H -2.968 1.447 3.093
H -1.841 0.090 -0.300
O 1.112 4.487 -2.085
C 1.154 3.430 -2.642
O 0.357 2.384 -2.290
C 0.718 1.223 -3.067
C 1.411 1.769 -4.299
C 2.077 3.028 -3.763
H 1.380 0.593 -2.464
H -0.181 0.657 -3.313
H 2.104 1.065 -4.749
H 0.667 2.039 -5.052
H 3.067 2.821 -3.350
H 2.138 3.812 -4.513
O -7.919 -0.543 -0.183
C -7.060 -1.113 0.412
O -6.402 -2.195 -0.076
C -5.505 -2.712 0.918
C -5.247 -1.549 1.858
C -6.564 -0.788 1.802
H -5.988 -3.553 1.421
H -4.596 -3.067 0.436
H -4.961 -1.863 2.862
H -4.443 -0.922 1.458
H -7.285 -1.162 2.531
H -6.428 0.284 1.924
O 4.906 0.881 -4.200
C 4.536 -0.213 -3.899
O 3.282 -0.665 -4.164
C 3.107 -1.969 -3.581
C 4.510 -2.523 -3.414
C 5.323 -1.262 -3.154
H 2.588 -1.856 -2.624
H 2.497 -2.581 -4.242
H 4.587 -3.270 -2.625
H 4.838 -2.986 -4.346
H 5.345 -1.000 -2.095
H 6.334 -1.336 -3.545
O 3.774 -1.671 4.735
C 2.636 -1.745 4.395
O 1.858 -0.655 4.151
C 0.518 -1.072 3.867
C 0.634 -2.514 3.407
C 1.830 -3.008 4.209
H -0.079 -0.973 4.778
H 0.096 -0.427 3.096
H -0.277 -3.091 3.567
H 0.869 -2.546 2.340
H 1.538 -3.387 5.190
H 2.404 -3.757 3.671



No. 2
Computed, not measured: C19H35AuN8O3PS as an isolated structure, with the ωB97M-V functional and the def2-TZVPD basis.

## Properties
Spin multiplicity ... 1
Net charge ... +3
Relative energy (zero: lowest compared OMol25 entry of this formula, charge and spin) ... 1.20 kcal per mole

Cartesian coordinates (Å):
Au -0.802 0.183 0.039
C -0.622 -0.313 3.001
N -1.608 0.116 1.913
C -2.233 1.450 2.348
N -2.856 1.279 3.618
C -1.875 0.867 4.631
N -1.285 -0.428 4.257
C -2.355 -1.432 4.171
N -3.338 -1.027 3.155
C -2.726 -0.934 1.870
C -3.920 0.268 3.537
H 0.161 0.443 3.059
H -0.199 -1.273 2.700
H -2.971 1.746 1.599
H -1.447 2.199 2.401
H -2.375 0.769 5.591
H -1.092 1.621 4.716
H -2.852 -1.508 5.135
H -1.933 -2.404 3.912
H -3.463 -0.621 1.126
H -2.279 -1.883 1.578
H -4.400 0.173 4.507
H -4.664 0.573 2.801
S 0.463 2.061 0.624
C 1.979 1.292 1.027
N 3.050 2.021 1.245
C 4.232 1.187 1.559
C 3.642 -0.242 1.534
N 2.227 0.001 1.163
H 3.069 3.031 1.223
H 4.641 1.457 2.528
H 4.997 1.338 0.802
H 3.698 -0.729 2.505
H 4.124 -0.874 0.793
H 1.546 -0.731 1.021
C 0.956 -2.714 -2.052
P -0.084 -3.174 -0.658
C -1.595 -3.886 -1.279
C 0.742 -4.446 0.274
O -0.357 -1.948 0.271
H 1.896 -3.266 -2.026
H 1.175 -1.647 -2.009
H 0.459 -2.936 -2.997
H -1.360 -4.795 -1.836
H -2.122 -3.196 -1.938
H -2.242 -4.150 -0.441
H 0.919 -5.297 -0.388
H 0.110 -4.771 1.102
H 1.698 -4.092 0.660
O 3.606 4.590 -3.453
C 2.762 4.317 -4.546
N 1.724 3.465 -3.990
C 1.137 2.488 -4.699
O 1.341 2.250 -5.868
C 0.156 1.595 -3.956
C -0.774 0.896 -4.718
C -1.638 0.004 -4.098
C -1.530 -0.186 -2.738
N -0.624 0.486 -2.002
C 0.205 1.365 -2.597
H 4.280 5.224 -3.717
H 3.249 3.774 -5.355
H 2.328 5.226 -4.969
H 1.474 3.666 -3.037
H -0.796 1.056 -5.789
H -2.379 -0.548 -4.660
H -2.171 -0.887 -2.214
H 0.921 1.863 -1.962



No. 3
Computed, not measured: C19H35Br9O8S4 as an isolated structure in a non-equilibrium geometry, with the ωB97M-V functional and the def2-TZVPD basis.

## Properties
Spin multiplicity ... 2
Net charge ... -1
Relative energy (zero: lowest compared OMol25 entry of this formula, charge and spin) ... 0.00 kcal per mole
⟨S²⟩ ... 0.75

Cartesian coordinates (Å):
C -0.718 4.374 5.218
Br -1.961 4.390 6.688
Br 1.071 5.035 5.688
Br -1.347 5.255 3.589
H -0.515 3.363 4.865
C 5.236 -3.142 0.227
Br 5.641 -1.256 0.852
Br 3.365 -3.660 0.911
Br 6.585 -4.529 0.702
H 5.099 -3.164 -0.854
C -4.271 0.734 -0.460
Br -3.117 2.086 0.284
Br -3.090 -0.585 -1.411
Br -5.868 1.452 -1.526
H -4.685 0.211 0.402
C 1.792 -0.902 2.262
C 2.128 -0.226 0.938
C 0.867 0.591 0.610
S 0.261 1.515 2.210
O -1.219 1.372 2.390
O 0.935 2.799 2.392
C 1.086 0.142 3.326
H 2.638 -1.453 2.672
H 1.122 -1.725 2.013
H 2.164 -0.899 0.081
H 3.071 0.320 0.902
H 0.037 -0.084 0.403
H 0.987 1.358 -0.155
H 0.305 -0.366 3.891
H 1.762 0.595 4.051
C 2.116 -3.633 -4.809
C 1.406 -4.354 -3.657
C 1.957 -3.859 -2.391
S 2.014 -1.996 -2.580
O 3.294 -1.642 -1.924
O 0.781 -1.320 -2.166
C 2.303 -2.194 -4.396
H 1.549 -3.687 -5.738
H 3.044 -4.177 -4.987
H 1.613 -5.422 -3.727
H 0.319 -4.278 -3.629
H 3.016 -4.116 -2.426
H 1.551 -4.225 -1.448
H 3.248 -1.700 -4.619
H 1.551 -1.453 -4.668
C -5.027 0.527 4.128
C -5.192 0.812 5.548
C -3.839 0.998 6.237
S -2.787 -0.369 5.594
O -3.029 -1.444 6.527
O -1.398 0.048 5.341
C -3.905 -0.629 4.109
H -4.830 1.447 3.577
H -5.933 0.114 3.684
H -5.642 -0.083 5.977
H -5.881 1.602 5.847
H -3.772 0.815 7.310
H -3.380 1.949 5.967
H -4.199 -1.636 3.816
H -3.198 -0.353 3.327
C 0.675 1.720 -3.877
C -0.235 2.714 -4.650
C 0.047 2.471 -6.161
S 1.635 1.525 -6.311
O 2.576 2.182 -7.232
O 1.308 0.176 -6.589
C 2.097 1.765 -4.524
H 0.295 0.698 -3.876
H 0.608 2.065 -2.845
H 0.251 3.679 -4.512
H -1.279 2.687 -4.340
H 0.176 3.419 -6.683
H -0.623 1.746 -6.623
H 2.498 2.778 -4.498
H 2.860 1.034 -4.257



No. 4
Computed, not measured: C19H35Cl10MgO7 as an isolated structure in a non-equilibrium geometry, with the ωB97M-V functional and the def2-TZVPD basis.

## Properties
Spin multiplicity ... 1
Net charge ... +1
E_tot ... -165267.6540 eV

Cartesian coordinates (Å):
Mg -2.622 0.369 0.654
C 0.453 0.526 0.814
O -0.830 0.749 0.286
H 1.088 1.408 0.656
H 0.455 0.303 1.888
H 0.938 -0.316 0.295
C -0.700 1.155 -3.601
C 0.413 0.229 -4.045
C 1.660 0.354 -3.150
O 1.899 -0.969 -2.653
C 0.938 -1.801 -3.043
O 0.985 -2.951 -2.893
O -0.010 -1.129 -3.753
H -1.693 0.862 -3.954
H -0.541 2.177 -3.957
H -0.735 1.208 -2.511
H 0.644 0.319 -5.101
H 1.465 1.015 -2.306
H 2.547 0.668 -3.692
C -4.528 -2.831 -4.488
C -4.125 -3.202 -3.083
C -2.668 -3.673 -2.889
O -2.240 -2.894 -1.755
C -3.025 -1.851 -1.626
O -2.776 -0.941 -0.864
O -4.111 -1.919 -2.292
H -5.323 -2.081 -4.391
H -4.995 -3.638 -5.043
H -3.727 -2.310 -5.009
H -4.856 -3.866 -2.621
H -2.038 -3.510 -3.763
H -2.564 -4.726 -2.636
Cl -0.322 -0.356 5.389
C -1.752 0.375 4.591
C -2.584 1.192 5.561
Cl -1.814 2.666 6.175
H -2.412 -0.445 4.282
H -1.307 0.914 3.754
H -2.884 0.574 6.400
H -3.497 1.504 5.042
Cl 4.065 -2.862 -0.648
C 4.427 -1.564 0.501
C 4.044 -1.901 1.913
Cl 4.771 -3.422 2.482
H 3.930 -0.636 0.212
H 5.499 -1.394 0.443
H 2.961 -2.004 2.006
H 4.343 -1.100 2.582
Cl 2.104 2.912 5.845
C 2.229 4.044 4.485
C 2.146 3.358 3.164
Cl 3.524 2.280 2.871
H 3.155 4.605 4.562
H 1.389 4.733 4.562
H 2.105 4.098 2.365
H 1.244 2.750 3.112
Cl 2.602 5.663 -1.084
C 0.913 5.425 -0.576
C 0.267 4.278 -1.312
Cl 0.055 4.665 -3.049
H 0.342 6.339 -0.695
H 0.990 5.180 0.482
H -0.731 4.117 -0.909
H 0.840 3.362 -1.279
Cl 0.522 -5.068 0.033
C 0.373 -3.340 0.232
C -0.464 -2.991 1.447
Cl 0.342 -3.423 2.993
H -0.143 -2.929 -0.633
H 1.364 -2.899 0.276
H -1.417 -3.517 1.397
H -0.597 -1.917 1.554



No. 5
Computed, not measured: C19H35F6O2PRuSSb as an isolated structure, with the ωB97M-V functional and the def2-TZVPD basis.

## Properties
Spin multiplicity ... 6
Net charge ... +2
Relative energy (zero: lowest compared OMol25 entry of this formula, charge and spin) ... 6.21 kcal per mole
⟨S²⟩ ... 8.76

Cartesian coordinates (Å):
Ru -0.295 -0.436 1.190
C 3.445 1.235 1.545
S 2.181 1.493 2.767
C 2.686 0.328 4.016
O 0.907 0.916 2.089
H 4.370 1.658 1.937
H 3.138 1.787 0.657
H 3.556 0.170 1.340
H 3.687 0.634 4.326
H 2.696 -0.681 3.610
H 2.011 0.420 4.863
C -3.626 -1.463 1.530
O -3.067 -0.852 2.731
C -1.890 -0.403 2.806
C -1.520 0.032 4.168
H -4.481 -0.855 1.249
H -3.929 -2.462 1.824
H -2.868 -1.498 0.750
H -2.396 0.250 4.778
H -0.825 0.868 4.137
H -0.992 -0.829 4.604
F -0.854 -2.607 1.362
Sb 0.568 -3.606 2.385
F -0.346 -2.978 3.893
F 2.066 -4.024 3.386
F 1.250 -1.729 2.195
F 1.414 -3.908 0.751
F -0.419 -5.161 2.293
C -2.733 -0.776 -2.443
C -1.991 0.521 -2.111
C -1.756 1.347 -3.384
C -2.840 1.362 -1.150
P -0.354 0.169 -1.296
C 0.502 1.766 -1.159
C 0.095 2.648 -0.156
C 0.681 3.897 -0.015
C 1.694 4.280 -0.883
C 2.109 3.417 -1.890
C 1.519 2.171 -2.030
C 0.695 -1.137 -2.107
C 0.888 -0.958 -3.619
C 2.054 -1.137 -1.397
C 0.016 -2.503 -1.896
H -3.752 -0.520 -2.738
H -2.796 -1.462 -1.595
H -2.278 -1.304 -3.278
H -2.730 1.514 -3.849
H -1.127 0.843 -4.115
H -1.327 2.322 -3.158
H -3.801 1.557 -1.629
H -2.388 2.328 -0.932
H -3.046 0.845 -0.209
H -0.704 2.381 0.529
H 0.343 4.568 0.763
H 2.153 5.254 -0.783
H 2.887 3.722 -2.577
H 1.856 1.527 -2.826
H 1.372 -0.027 -3.904
H -0.052 -1.044 -4.162
H 1.528 -1.774 -3.961
H 2.624 -0.228 -1.585
H 2.629 -1.988 -1.766
H 1.972 -1.279 -0.312
H -0.838 -2.637 -2.553
H -0.312 -2.679 -0.871
H 0.741 -3.283 -2.132



No. 6
Computed, not measured: C19H35FGaNO7PS3 as an isolated structure in a non-equilibrium geometry, with the ωB97M-V functional and the def2-TZVPD basis.

## Properties
Spin multiplicity ... 1
Net charge ... -1
E_tot ... -132973.5787 eV

Cartesian coordinates (Å):
C 2.437 2.478 1.121
C 1.143 2.456 0.062
F 1.346 3.619 -0.881
Ga -0.538 2.908 1.178
P -1.588 4.775 0.131
O -1.887 5.898 1.209
C -1.991 1.405 1.172
C -2.503 0.759 2.629
C -3.692 -0.374 2.381
C -4.315 -0.820 0.947
N -3.787 -0.225 -0.314
C -2.721 0.804 -0.153
H 2.694 3.590 1.403
H 3.358 1.942 0.600
H 2.136 1.922 2.131
H 1.056 1.443 -0.519
H -0.247 3.276 2.710
H -0.785 5.205 -0.985
H -2.882 4.325 -0.397
H -2.092 1.088 3.673
H -4.162 -0.879 3.351
H -5.188 -1.619 0.876
H -2.337 1.285 -1.179
C -6.461 -6.369 0.828
C -4.941 -6.476 0.942
C -4.413 -5.097 1.333
S -5.728 -4.296 2.240
O -6.189 -3.158 1.474
O -5.349 -4.190 3.635
C -6.916 -5.613 2.067
H -6.934 -7.353 0.761
H -6.725 -5.805 -0.075
H -4.685 -7.204 1.722
H -4.488 -6.822 0.008
H -3.526 -5.171 1.969
H -4.190 -4.489 0.452
H -7.921 -5.199 1.973
H -6.850 -6.243 2.959
C 1.275 4.088 -6.180
C 1.057 4.292 -4.682
C 1.933 3.278 -3.948
S 3.323 2.950 -5.022
O 3.256 1.569 -5.451
O 4.520 3.525 -4.442
C 2.782 3.986 -6.367
H 0.852 4.908 -6.768
H 0.793 3.156 -6.501
H 1.358 5.309 -4.404
H 0.004 4.175 -4.407
H 2.296 3.674 -2.996
H 1.403 2.336 -3.782
H 3.067 3.539 -7.321
H 3.260 4.963 -6.250
C 5.493 -2.178 3.141
C 6.169 -2.030 1.779
C 5.374 -0.997 0.983
S 4.629 0.095 2.185
O 3.192 -0.065 2.124
O 5.269 1.393 2.111
C 5.231 -0.761 3.628
H 6.118 -2.736 3.846
H 4.546 -2.718 3.028
H 7.198 -1.677 1.918
H 6.219 -2.985 1.246
H 6.020 -0.418 0.318
H 4.571 -1.465 0.407
H 4.491 -0.711 4.428
H 6.159 -0.274 3.942



No. 7
Computed, not measured: an isolated ion of composition C19H35I2N3OP and charge +1 in a non-equilibrium geometry, with the ωB97M-V functional and the def2-TZVPD basis.

## Properties
Spin multiplicity ... 1
Net charge ... +1
E_tot ... -52269.6481 eV

Cartesian coordinates (Å):
C 4.004 -3.514 1.073
C 4.047 -2.780 -0.328
C 4.182 -1.194 -0.198
C 2.936 -0.428 -0.846
N 2.282 0.439 0.183
C 0.872 0.452 0.078
C 0.229 1.630 -0.545
P 1.176 3.096 -1.253
C 0.223 3.758 -2.743
C 1.269 4.417 0.100
C -0.178 5.037 0.402
C -1.212 1.652 -0.605
N -2.048 0.648 -0.125
C -3.500 0.874 -0.244
I -4.450 1.249 1.705
C -4.266 -0.223 -1.139
C -4.905 0.542 -2.382
I -5.901 -1.244 -0.159
C -1.465 -0.500 0.435
C -2.328 -1.684 0.950
C -2.516 -2.878 -0.078
O -1.613 -3.977 0.122
C -0.007 -0.643 0.563
C 0.697 -1.863 1.216
C 0.597 -1.861 2.823
N 1.649 -1.055 3.460
H 2.915 -3.645 1.346
H 4.430 -4.553 1.021
H 4.465 -2.933 1.912
H 4.907 -3.174 -0.934
H 3.118 -3.083 -0.886
H 4.322 -0.867 0.868
H 5.120 -0.905 -0.742
H 2.208 -1.132 -1.327
H 3.345 0.232 -1.656
H 2.654 1.389 0.125
H -0.513 3.017 -3.145
H -0.274 4.729 -2.489
H 0.946 3.978 -3.577
H 1.967 5.203 -0.294
H 1.691 3.884 0.997
H -0.280 5.103 1.521
H -0.231 6.052 -0.074
H -1.003 4.395 0.003
H -1.708 2.546 -1.056
H -3.636 1.846 -0.791
H -3.481 -0.890 -1.567
H -5.521 -0.130 -3.024
H -5.585 1.354 -1.990
H -4.111 1.079 -2.980
H -1.778 -2.116 1.833
H -3.339 -1.400 1.329
H -3.554 -3.283 0.090
H -2.465 -2.584 -1.157
H -0.854 -3.786 -0.461
H 0.397 -2.856 0.807
H 1.799 -1.763 1.006
H -0.404 -1.517 3.180
H 0.769 -2.938 3.115
H 2.534 -1.125 2.951
H 1.377 -0.081 3.584